A single CH3IOS2 molecule at a distorted geometry. Source: the OMol25 dataset; level of theory: ωB97M-V/def2-TZVPD.

The HOMO energy (spin up / spin down) comes out at -8.69 / -7.90 eV. For the energy above the lowest of the compared OMol25 structures with the same formula, charge and spin, the calculation gives 78.9 kcal per mole. The LUMO energy (spin up / spin down) is -0.0377 / -0.0271 Eh.

The geometry in ORCA input format:
```
! RIJCOSX wB97M-V def2-TZVPD def2/J DEFGRID3
* xyz 0 1
C 1.229 -1.272 0.162
O -0.185 1.209 1.208
S -1.742 1.987 -1.136
S -1.503 0.809 0.659
I -0.693 -1.774 -0.274
H 1.376 -1.211 1.173
H 1.881 -1.712 -0.474
H -0.362 1.964 -1.318
*
```